C10H18Br8Cl6 | the ωB97M-V functional and the def2-TZVPD basis

```
42
Properties=species:S:1:pos:R:3:forces:R:3:mulliken_charge:R:1
Br -4.167436 0.986064 -6.003803 0.1 0.6 0.4 -0.165
C -4.377621 2.874465 -5.424851 0.7 0.2 -1.0 -0.535
C -3.052747 3.630476 -5.527876 0.1 0.5 0.1 -0.609
Br -3.439410 5.632500 -5.393825 0.3 -1.4 0.1 -0.166
H -4.807539 2.869941 -4.423224 0.0 0.1 -0.3 0.366
H -5.010027 3.298398 -6.204886 -0.4 -0.1 0.5 0.350
H -2.546563 3.555334 -6.490283 -0.5 -0.1 0.0 0.373
H -2.303605 3.355540 -4.785386 -0.3 0.3 0.3 0.386
Br -5.791114 6.506928 3.501303 -0.2 -0.6 0.1 -0.174
C -5.553670 4.751953 4.410349 0.4 0.8 0.3 -0.573
C -4.381037 5.004784 5.354880 -0.6 -0.9 0.0 -0.639
Br -4.232245 3.316154 6.459731 0.2 0.9 -0.6 -0.189
H -5.377086 4.004338 3.637056 0.1 0.2 0.2 0.375
H -6.438951 4.497419 4.993093 -0.1 0.3 -0.3 0.393
H -4.601854 5.815484 6.049220 0.0 -0.3 0.0 0.399
H -3.460652 5.218103 4.811290 0.0 -0.4 0.3 0.408
Br 1.135687 -3.400157 -6.440840 0.3 0.6 -0.7 -0.139
C 2.398936 -2.113888 -7.275598 0.1 0.9 -0.5 -0.485
C 1.724355 -1.028213 -8.178491 -0.6 0.2 1.1 -0.606
Br 2.919836 0.278866 -9.146984 -0.5 -1.3 0.6 -0.153
H 3.172211 -2.666564 -7.809181 -0.3 -0.1 0.1 0.351
H 2.821606 -1.610519 -6.406082 0.2 -0.1 -0.2 0.318
H 1.184778 -0.363621 -7.503756 0.1 0.0 0.0 0.323
H 0.943501 -1.388981 -8.847973 0.6 -0.2 -0.4 0.393
Br 6.637091 -1.198448 7.730621 0.1 -0.7 -0.4 -0.126
C 5.549699 -2.330425 6.526500 -1.1 1.0 0.4 -0.640
C 4.340929 -2.927468 7.380661 1.3 0.9 -1.5 -0.584
Br 3.079740 -1.536508 8.126097 1.1 -1.2 -0.6 -0.120
H 6.083767 -3.049742 5.905645 0.5 -0.7 1.1 0.388
H 5.358054 -1.620385 5.721996 -1.1 0.2 0.4 0.347
H 4.824750 -3.512798 8.162578 -0.5 0.3 0.3 0.372
H 3.764981 -3.582173 6.726650 -0.2 0.2 0.2 0.364
C -0.018879 0.354027 0.616631 0.1 0.7 -0.4 0.042
Cl 1.256386 0.939809 1.677060 -0.2 0.1 0.5 -0.114
Cl 0.640858 0.385016 -1.018969 0.0 -0.6 -0.3 -0.114
Cl -1.455827 1.418436 0.554709 0.2 -0.4 0.6 -0.118
H -0.290210 -0.645133 0.957448 -0.1 0.2 -0.4 0.303
C 2.567846 -7.147411 1.595773 0.0 0.1 -1.2 0.050
Cl 2.911182 -5.517053 0.975361 -0.3 0.1 0.4 -0.119
Cl 3.671809 -7.585087 2.843333 0.3 -0.1 0.8 -0.103
Cl 2.782592 -8.257670 0.223297 -0.3 -0.2 0.0 -0.126
H 1.535880 -7.211788 1.940726 0.3 0.1 -0.1 0.297
```
Forces are in eV/Å.

As for the SMILES: ClC(Cl)Cl.ClC(Cl)Cl.BrCCBr.BrCCBr.BrCCBr.BrCCBr. The energy comes out at -646135.1657 eV. The energy above the lowest of the compared OMol25 structures with the same formula, charge and spin is 192.26 kJ/mol. For the HOMO energy, the calculation gives -10.1 eV. The value obtained for the LUMO energy is 0.079 eV. The largest force on an atom comes out at 2.16 eV/A. As for the orbital gap: 10.2 eV.